Record 1
95
Properties=species:S:1:pos:R:3:forces:R:3 method="wB97M-V/def2-TZVPD" energy_ev=-137154.4885 s2=0.767 multiplicity=2 total_charge=+2 lumo_energy_ev="-7.504 / -6.901" e_homo_ev="-12.893 / -12.893" orbital_gap_ev="5.389 / 5.992"
V -0.207712 0.829397 -0.284752 0.1849 -0.8752 -0.4297
N -1.520704 -2.185750 -1.152627 0.2552 -0.0860 -0.1598
P -1.216132 -0.706348 -1.832361 -0.4428 -0.4586 0.0246
C -2.699305 -0.249237 -2.731095 0.0837 0.1740 -0.0458
C -3.861297 -1.009119 -2.621366 -0.0475 0.0882 0.0032
C -4.960329 -0.691190 -3.408750 -0.0157 -0.0131 0.0470
C -4.904950 0.380657 -4.285909 0.0107 0.0219 -0.0089
C -3.748440 1.149220 -4.386805 -0.0587 -0.0201 0.0377
C -2.645902 0.835892 -3.614712 0.0338 -0.0790 0.0018
C 0.110674 -0.807031 -3.034978 0.0288 0.1678 -0.0763
C -0.007576 -1.755422 -4.051499 0.1046 -0.0480 -0.0003
C 1.020318 -1.915135 -4.965876 0.0203 0.0471 -0.0200
C 2.155772 -1.118457 -4.886304 -0.0952 0.0519 -0.0688
C 2.263748 -0.142836 -3.905402 -0.1433 -0.0031 -0.0616
C 1.242492 0.007938 -2.982506 0.0103 0.0396 -0.0349
P -0.945869 -2.787751 0.421040 -0.1232 0.0631 0.1539
C -1.596059 -4.469835 0.305230 -0.0993 -0.0710 -0.1578
C -2.965274 -4.749498 0.244735 0.0369 0.0119 0.0165
C -3.400515 -6.057557 0.132018 0.0626 -0.0126 0.0039
C -2.473335 -7.095552 0.081217 -0.0188 0.0059 -0.0109
C -1.114978 -6.828577 0.144045 0.0119 0.0329 0.0017
C -0.676300 -5.515120 0.256742 -0.0548 -0.0299 -0.0099
C -2.168217 -1.974840 1.506182 0.0400 0.0275 0.0259
C -1.992993 -2.187883 2.875476 0.0936 0.0735 0.0019
C -2.859070 -1.620127 3.793182 -0.0495 0.0216 0.0057
C -3.913365 -0.823582 3.356170 0.0587 -0.0351 0.0660
C -4.099282 -0.611252 2.001403 0.0709 -0.0271 -0.0698
C -3.227497 -1.182839 1.078904 -0.1447 0.0534 -0.0866
H -1.506113 -2.924447 -1.853949 -0.1731 -0.0670 0.1357
H -3.908829 -1.839877 -1.929972 0.0143 -0.0451 -0.0562
H -5.860478 -1.286225 -3.335007 0.0022 -0.0040 -0.0084
H -5.762322 0.616398 -4.902267 -0.0002 0.0016 0.0076
H -3.707279 1.980466 -5.077738 0.0054 -0.0109 -0.0075
H -1.736030 1.414323 -3.720674 0.0273 -0.0292 -0.0116
H -0.897133 -2.371200 -4.132896 -0.0006 -0.0008 -0.0127
H 0.936710 -2.663066 -5.742384 0.0069 -0.0038 0.0054
H 2.962891 -1.259831 -5.592185 -0.0214 -0.0080 0.0252
H 3.143090 0.484346 -3.856089 -0.0040 -0.0067 0.0169
H 1.365693 0.788226 -2.231783 -0.0309 0.0224 0.0444
H -3.687041 -3.942708 0.307742 0.0163 -0.0063 0.0009
H -4.459428 -6.275432 0.092656 0.0041 0.0001 0.0027
H -2.816647 -8.118167 -0.003084 0.0009 0.0050 0.0049
H -0.398560 -7.637909 0.107354 -0.0026 -0.0015 0.0079
H 0.385284 -5.304270 0.317890 0.0071 0.0014 -0.0014
H -1.172797 -2.806554 3.226076 -0.0030 0.0108 0.0097
H -2.718219 -1.799618 4.850512 0.0095 0.0064 -0.0018
H -4.588237 -0.377785 4.074614 -0.0076 -0.0225 0.0043
H -4.938193 -0.019141 1.657134 0.0245 0.0119 -0.0175
H -3.414658 -1.027856 0.021655 0.0547 -0.0055 0.0915
C -1.906057 4.854554 1.590516 0.0060 -0.0656 0.0285
C -0.969834 3.960840 0.787394 -0.0209 -0.2192 -0.0098
O 0.034712 4.677058 0.078621 0.0561 0.1200 0.1773
P -1.806877 3.216874 -0.659736 0.2645 -0.2262 -0.6670
O -3.117145 2.444103 -0.326676 0.1209 -0.0253 0.1175
O -2.292613 4.349671 -1.612500 0.1701 -0.0233 -0.0276
O -0.819241 2.231953 -1.367310 -0.6319 1.2893 0.6415
P -0.270132 2.581165 1.875778 -0.6832 0.2855 -0.4006
O 1.202087 2.391489 1.252288 -0.4756 0.1687 0.1980
O -0.363481 2.793236 3.304904 0.0275 0.0164 0.0494
O -1.039765 1.329587 1.204727 0.0226 0.4590 0.5142
H -2.350798 5.620157 0.954972 0.0060 0.0151 0.0031
H -1.332087 5.333956 2.384645 -0.0161 0.0179 0.0090
H -2.691493 4.277441 2.080667 0.0116 -0.0230 -0.0081
H 0.479033 5.308278 0.663530 -0.0688 -0.0100 -0.0556
H -3.929261 2.964844 -0.264040 -0.1563 0.0149 -0.0362
H -1.629466 4.988812 -1.909715 0.0958 0.1453 -0.0259
H 1.842838 2.458302 1.979460 0.3398 -0.2228 -0.1722
C 9.875368 -3.213220 -0.470651 -0.0817 -0.0202 -0.0700
C 8.460313 -3.337181 -0.971932 0.1609 -0.0031 0.0937
C 7.846301 -2.280861 -1.635618 -0.0636 0.0710 -0.0959
C 6.540590 -2.383952 -2.093593 0.0819 -0.1059 0.0145
C 5.849498 -3.570673 -1.889171 -0.0115 0.1195 0.3365
C 6.446794 -4.649444 -1.245293 0.0243 0.0201 -0.1045
C 7.747420 -4.522950 -0.795644 -0.0049 -0.0788 -0.0014
S 4.157337 -3.671059 -2.323397 0.1621 -0.2454 -0.4037
O 3.854544 -5.005679 -2.743649 -0.0277 0.0027 -0.0521
O 3.855433 -2.527824 -3.144618 0.0417 -0.0820 -0.0364
N 3.317056 -3.490630 -0.914383 0.0213 0.1793 0.2352
C 2.713709 -2.200389 -0.632695 -0.0417 -0.0975 0.0397
C 2.644585 -1.960264 0.872646 -0.0839 -0.1419 -0.4010
C 1.736054 -0.853992 1.267589 -0.1006 -0.0435 -0.0279
O 1.613574 -0.328293 2.307759 -0.1534 0.2214 0.1145
O 0.891775 -0.342306 0.164700 1.2515 -0.4326 0.4797
H 10.110411 -2.185251 -0.198458 -0.0127 -0.0007 -0.0011
H 10.582817 -3.517631 -1.244189 -0.0110 -0.0100 -0.0153
H 10.043856 -3.849712 0.396572 -0.0081 0.0028 -0.0014
H 8.401150 -1.365821 -1.805034 -0.0221 0.0015 0.0212
H 6.067686 -1.569895 -2.624309 -0.0099 0.0280 0.0249
H 5.904218 -5.577398 -1.121165 -0.0146 0.0183 0.0320
H 8.224415 -5.360643 -0.301393 -0.0168 0.0167 0.0069
H 2.727787 -4.300810 -0.774754 -0.0027 -0.0182 0.0207
H 1.714196 -2.122535 -1.070692 0.0871 -0.0939 0.0242
H 3.322329 -1.437244 -1.115654 -0.0110 0.0362 0.0300
H 3.619674 -1.728351 1.302075 0.0353 -0.0572 0.0100
H 2.269670 -2.846611 1.392186 0.0005 0.0266 0.0026

---

Record 2
123
Properties=species:S:1:pos:R:3:forces:R:3 method="wB97M-V/def2-TZVPD" energy_ev=-77265.2703 lumo_energy_ev=-0.033 e_homo_ev=-9.787 orbital_gap_ev=9.754
O -0.075000 18.804000 12.324000 0.7063 -0.2708 0.3799
H -0.379000 18.276000 13.062000 0.1952 -0.2788 0.3459
H -0.903000 18.987000 11.883000 -0.6641 0.4830 -0.2869
C -9.007000 14.351000 11.937000 -2.4729 -2.3048 -0.6709
C -8.595000 15.753000 11.784000 0.2527 0.1523 0.1283
O -9.480000 16.470000 12.617000 -0.0496 1.0490 0.6047
O -7.998000 13.431000 11.551000 -0.2114 -0.0800 0.3218
H -9.901000 14.187000 11.250000 0.7505 0.2192 0.5696
H -9.478000 14.157000 12.948000 1.1513 0.2732 -0.6506
H -8.739000 16.095000 10.746000 0.7281 -0.1914 0.3423
H -7.599000 15.891000 12.180000 0.5110 0.1609 -0.3721
H -10.046000 16.909000 12.004000 -1.0181 0.6511 -0.1763
H -8.437000 12.569000 11.513000 0.4046 0.2000 -0.0317
C -4.643000 22.990000 10.484000 0.0525 0.1286 -0.3425
C -5.761000 23.224000 9.477000 1.7914 -0.0333 -1.5605
O -5.977000 24.614000 9.206000 0.7659 -0.9052 -0.2685
O -4.571000 21.626000 10.940000 -0.0794 0.7135 -2.5181
H -4.724000 23.673000 11.342000 -0.2667 -0.1761 -0.1930
H -3.730000 23.267000 9.969000 0.5745 -0.0501 -0.0012
H -6.618000 22.747000 9.725000 -3.1002 -0.8496 1.7613
H -5.619000 22.637000 8.531000 0.7629 0.6661 0.4295
H -5.293000 24.753000 8.537000 -0.3418 0.7323 0.0892
H -4.572000 21.742000 11.858000 0.0492 -0.4256 2.8181
C -1.726000 19.474000 9.857000 -1.4127 -0.5726 -0.2053
C -2.597000 20.044000 8.723000 0.3688 -0.3400 0.9560
O -2.122000 19.863000 7.412000 1.0294 1.0795 0.0043
O -2.395000 19.617000 11.169000 0.1301 0.1561 -1.6102
H -0.738000 19.860000 9.837000 0.8773 1.2010 0.3713
H -1.513000 18.424000 9.654000 -0.5899 -0.4514 0.3431
H -2.720000 21.097000 9.025000 -0.1074 -0.1009 -1.0041
H -3.537000 19.540000 8.763000 -1.0138 -0.0514 0.4629
H -1.977000 18.932000 7.214000 -0.4467 -0.0119 0.3568
H -3.076000 20.345000 11.150000 0.6453 -0.6782 -0.2841
C -6.879000 20.875000 15.939000 1.0782 0.2633 -0.9132
C -5.802000 20.100000 16.674000 0.9607 2.0305 -0.5825
O -4.485000 20.289000 16.014000 -3.0469 1.5277 -0.2116
O -8.211000 20.611000 16.317000 0.5024 -1.1736 -0.4357
H -6.776000 20.665000 14.872000 0.2019 0.0086 -0.1252
H -6.588000 21.901000 16.069000 -0.5200 0.8593 0.1039
H -6.025000 19.116000 16.657000 -0.6843 -3.5397 -0.2879
H -5.842000 20.365000 17.716000 0.6011 0.5629 0.5798
H -3.870000 19.776000 16.484000 1.2489 -1.2164 0.9770
H -8.384000 19.820000 15.742000 -0.4156 0.7887 0.8166
C -4.622000 17.078000 8.268000 -2.3017 1.3186 -2.7251
C -4.512000 16.933000 9.695000 3.4617 2.8483 1.8470
O -5.556000 16.349000 10.329000 -0.9263 -2.5040 1.1999
O -3.458000 17.347000 7.550000 0.8383 0.6080 0.1319
H -5.298000 17.883000 7.916000 -0.0694 -0.4253 0.5061
H -5.017000 16.142000 7.929000 -0.6694 -0.7173 -0.4489
H -4.273000 17.849000 10.288000 0.0709 0.0480 -0.8973
H -3.593000 16.368000 9.801000 0.4951 -0.6160 0.3177
H -5.031000 15.675000 10.804000 -1.6682 -0.0111 0.2646
H -2.957000 16.549000 7.562000 0.8761 -0.8713 -0.1547
C -6.734000 19.568000 9.584000 0.3434 1.3514 1.0679
C -7.810000 18.527000 9.720000 0.4954 0.8052 0.5825
O -8.940000 19.303000 9.353000 -0.2481 0.0392 -0.3347
O -6.754000 20.115000 8.266000 1.4054 -0.7781 0.5295
H -5.777000 19.163000 9.931000 -0.0109 0.4225 -0.5328
H -7.003000 20.455000 10.256000 0.4553 -1.3869 -0.3056
H -7.811000 18.226000 10.746000 -0.3579 -0.0369 1.0778
H -7.595000 17.595000 9.212000 -0.3612 0.0086 -0.9881
H -9.792000 18.896000 9.419000 -0.5005 -0.7258 0.0430
H -7.689000 20.057000 8.152000 -1.2539 0.4804 -1.1018
C -3.637000 17.867000 13.716000 -1.1391 1.1213 1.5397
C -5.117000 18.059000 13.586000 -1.2655 2.4310 1.9423
O -5.468000 19.201000 12.857000 1.9958 0.6058 -1.9933
O -3.512000 17.130000 14.919000 1.3260 -0.0225 0.8554
H -3.031000 18.765000 13.787000 -0.4991 0.6471 0.0415
H -3.306000 17.435000 12.838000 1.2068 -1.8777 -1.5041
H -5.503000 18.382000 14.566000 0.3887 -1.1112 0.4123
H -5.672000 17.193000 13.292000 0.0038 -0.9083 -0.4540
H -6.395000 19.266000 12.797000 -1.8081 0.1172 0.0037
H -3.263000 17.781000 15.650000 -0.3448 -1.0525 -1.3521
C -1.828000 20.744000 17.938000 -1.9853 -2.6803 -2.0954
C -1.409000 19.647000 16.937000 -0.4623 0.1490 -2.0658
O -2.430000 18.599000 16.883000 -0.3221 3.0075 -0.0860
O -1.928000 20.033000 19.132000 0.0935 0.2144 1.5648
H -2.810000 21.239000 17.676000 1.1406 -0.3412 0.0655
H -1.014000 21.374000 17.792000 1.3511 1.7697 1.0705
H -0.412000 19.245000 17.231000 -0.8307 0.0775 0.0163
H -1.324000 19.985000 15.867000 0.0538 0.1370 1.1103
H -2.066000 17.800000 17.163000 1.0393 -2.6991 0.7177
H -2.471000 19.241000 18.966000 0.1771 0.6318 -0.0667
C -9.711000 20.027000 13.595000 -1.0435 0.1890 -0.7541
C -9.203000 20.823000 12.465000 -0.8862 2.1114 2.3539
O -10.245000 21.650000 12.075000 -1.6034 -0.2911 1.0031
O -8.647000 19.214000 13.913000 1.1862 -1.2360 1.5481
H -10.612000 19.515000 13.325000 -0.5173 -0.9561 -0.4204
H -10.069000 20.658000 14.391000 0.5356 0.3683 0.6488
H -8.835000 20.245000 11.685000 0.8773 -1.1238 -1.3809
H -8.485000 21.460000 12.970000 1.1399 0.0150 -0.5153
H -9.976000 21.984000 11.267000 0.3254 1.4765 -2.5724
H -8.805000 18.354000 13.531000 -0.0221 -0.8356 -0.0159
C -0.540000 13.960000 17.947000 -0.2204 3.2966 1.6120
C -0.656000 15.319000 17.193000 0.7248 -1.4873 1.2762
O -1.755000 16.076000 17.579000 -0.7540 1.1454 1.8627
O 0.655000 13.427000 17.552000 1.1870 -0.8894 0.5598
H -1.421000 13.395000 17.790000 -0.7536 -1.0832 -0.1326
H -0.459000 14.211000 19.056000 -0.1950 -0.4863 -1.2005
H -0.635000 15.109000 16.143000 -0.4668 0.2277 -0.7389
H 0.255000 15.815000 17.446000 0.8240 0.5918 -0.0648
H -1.631000 16.314000 18.548000 -0.2749 -0.6334 -1.6671
H 0.505000 13.008000 16.725000 0.2093 -0.7059 -1.1491
C -2.453000 22.463000 13.879000 -1.5534 -1.9277 1.1458
C -1.413000 21.422000 13.478000 0.7540 0.3678 1.4841
O -0.212000 21.920000 14.019000 2.6067 -0.1038 -0.3561
O -3.805000 21.870000 13.649000 1.6910 1.7455 -0.6489
H -2.331000 23.337000 13.278000 -0.1773 0.4529 -0.7295
H -2.312000 22.841000 14.933000 -0.2598 -0.8148 -0.8365
H -1.376000 21.281000 12.440000 0.0554 0.3198 -1.6695
H -1.415000 20.401000 13.835000 -1.5077 -0.3243 0.5172
H 0.567000 21.359000 13.727000 -1.5669 0.9370 0.3457
H -4.104000 21.437000 14.442000 -0.1136 -0.5515 0.7892
C -3.281000 13.683000 15.929000 -1.0562 -1.9226 -2.4083
C -4.644000 13.787000 15.323000 -0.5118 2.4463 -2.3581
O -5.216000 15.071000 15.602000 -0.8900 -1.1541 0.3280
O -3.015000 12.302000 15.811000 1.8665 -1.1162 0.5106
H -3.265000 14.055000 16.882000 -0.1821 0.6895 2.7197
H -2.562000 14.206000 15.371000 0.8714 1.1217 -0.9829
H -5.335000 13.073000 15.679000 -0.4869 -0.9184 0.8638
H -4.660000 13.613000 14.177000 0.5165 0.1989 1.5702
H -4.616000 15.777000 15.379000 0.7199 0.5688 -0.3656
H -2.042000 12.157000 15.829000 -1.1402 0.0133 -0.0031

---

Largest force on an atom values, unit eV Å⁻¹, following the record order: 1.57 4.85.
Energy above the lowest of the compared OMol25 structures with the same formula, charge and spin values, unit kJ/mol, following the record order: 0.0 261.8.
Molar mass values, unit g mol⁻¹, following the record order: 883.626 762.831.